C9H20N3O2 | ωB97M-V/def2-TZVPD

Output
- Energy relative to the best compared isomer or geometry (same formula, charge and spin): 2.092 eV
- E: -18212.8137 eV
- SMILES: [H]/N=C/[N+](NC(C)C)=C(OCC)OCC
- Net charge: +1
- Lowest unoccupied orbital energy: -3.18 eV
- HOMO energy: -12.766 eV
- Frontier orbital gap: 0.352 hartree

```
34
Properties=species:S:1:pos:R:3:mulliken_charge:R:1
O 0.821 -1.395 -0.520 -0.27
O -1.197 -0.780 -0.516 -0.46
N 1.593 2.900 -0.123 -0.54
N 0.275 0.943 -0.208 0.35
N -0.831 1.642 0.101 -0.54
C -0.012 2.019 2.367 -1.10
C -1.687 -2.116 -0.966 -0.30
C -1.754 -2.116 -2.462 -1.12
C 0.039 -0.388 -0.432 0.85
C 1.530 1.640 -0.386 0.01
C 2.246 -1.538 -0.524 -0.52
C -1.224 1.524 1.513 0.53
C 2.540 -3.025 -0.689 -1.36
C -2.421 2.427 1.652 -1.59
H -3.087 2.073 1.004 0.50
H 2.797 -0.934 -1.163 0.49
H -1.125 -2.860 -0.538 0.36
H 3.603 -3.206 -0.677 0.42
H -2.681 -2.165 -0.655 0.36
H -0.692 -2.359 -2.904 0.22
H -0.179 2.235 3.489 0.38
H -2.261 -2.978 -2.751 0.46
H 0.754 1.205 2.361 0.26
H 1.998 -3.581 0.029 0.36
H -2.135 -1.193 -2.836 0.35
H -1.970 3.469 1.497 0.30
H -2.969 2.366 2.570 0.40
H 0.429 3.021 2.054 0.25
H -1.519 0.537 1.877 0.16
H 2.680 -1.206 0.409 0.43
H 2.161 -3.283 -1.684 0.33
H 2.538 3.432 -0.108 0.29
H 2.438 1.072 -0.642 0.24
H -0.698 2.620 -0.140 0.48
```